#1
DFT (the ωB97M-V functional and the def2-TZVPD basis) results for an isolated ion of composition C5H7N2 and charge +1.

Output
SMILES string = C/C=C1/C=NC=[NH+]1
molar mass = 95.12 g/mol
lowest unoccupied orbital energy = -6.0360 eV
E_HOMO = -0.5486 Eh
net charge = +1

Structure (XYZ):
```
14
C5H7N2, DFT the ωB97M-V functional and the def2-TZVPD basis
N 1.297 1.809 1.324
N 0.794 -0.322 0.980
C -1.258 -1.386 -1.173
C -0.698 -0.109 -0.963
C 1.360 0.538 1.791
C 0.637 1.764 0.200
C 0.235 0.378 -0.046
H 0.782 -1.317 0.976
H 0.480 2.667 -0.291
H -1.145 -2.028 -0.362
H -0.932 0.790 -1.588
H -2.319 -1.436 -1.386
H -1.167 -1.681 -2.213
H 1.932 0.333 2.751
```

=====

#2
DFT (the ωB97M-V functional and the def2-TZVPD basis) results for C5H7N2 as an isolated structure.

Output
molar mass = 95.12 g/mol
lowest unoccupied orbital energy = -5.0886 eV
E_HOMO = -0.5530 Eh
net charge = +1

Structure (XYZ):
```
14
C5H7N2, DFT the ωB97M-V functional and the def2-TZVPD basis
N 1.327 2.107 0.042
N -2.372 1.176 -0.254
C -0.043 -1.090 -0.408
C 0.081 1.985 -0.101
C -0.854 -0.141 0.435
C -1.003 1.339 -0.085
C -2.336 -0.048 0.158
H -0.590 -0.186 1.492
H 1.720 2.569 0.862
H 1.965 1.988 -0.745
H -0.370 -1.081 -1.445
H -0.170 -2.101 -0.019
H -3.149 -0.743 0.234
H 1.018 -0.854 -0.364
```

=====

Which of them is the most stable, and which is the least stable? #1 and #2, in that order.